Formula: C5H7NO
Source: the OMol25 dataset
Level of theory: ωB97M-V with the def2-TZVPD basis set

Properties
- HOMO-LUMO gap (eV) = 8.413
- HOMO (eV) = -7.778
- energy above the lowest of the compared OMol25 structures with the same formula, charge and spin (kJ/mol) = 442.6
- lowest unoccupied orbital energy (eV) = 0.636
- total charge = 0

Each line ends with the Mulliken charge.
Geometry (Å):
O  2.451  0.729  0.405  -0.554
C  1.305  0.428  0.221  0.382
C  0.151  1.389  -0.145  -0.370
N  -0.935  0.405  -0.093  -0.238
C  -0.445  -0.804  -0.793  -0.554
C  0.614  -0.926  0.297  -0.240
C  -0.386  -0.548  1.433  -0.591
H  0.350  1.837  -1.135  0.275
H  -0.001  2.177  0.590  0.313
H  -0.106  -0.651  -1.829  0.280
H  -1.213  -1.577  -0.747  0.329
H  1.279  -1.780  0.381  0.525
H  -1.165  -1.350  1.402  0.162
H  -1.900  0.669  0.013  0.277

Formula: C5H15N5O10
Source: the OMol25 dataset
Level of theory: ωB97M-V with the def2-TZVPD basis set

Properties
- HOMO-LUMO gap (spin up / spin down) (eV) = 2.949 / 6.653
- HOMO (spin up / spin down) (eV) = -0.737 / -4.400
- multiplicity = 2
- energy above the lowest of the compared OMol25 structures with the same formula, charge and spin (kJ/mol) = 19.2
- lowest unoccupied orbital energy (spin up / spin down) (eV) = 2.212 / 2.252
- total charge = -1

Each line ends with the Mulliken charge.
Geometry (Å):
C  -28.173  0.138  -5.276  -0.817
N  -27.150  1.105  -4.864  1.076
O  -27.549  2.197  -4.606  -0.607
O  -26.001  0.775  -4.815  -0.570
H  -28.805  0.484  -6.094  0.328
H  -28.857  -0.079  -4.457  0.281
H  -27.601  -0.726  -5.615  0.292
C  -22.629  3.371  -6.507  -0.750
N  -23.200  4.584  -7.176  0.917
O  -23.298  5.577  -6.514  -0.543
O  -23.555  4.452  -8.356  -0.510
H  -21.714  3.660  -5.990  0.288
H  -22.340  2.693  -7.311  0.306
H  -23.366  2.916  -5.846  0.284
C  -25.838  2.238  -8.369  -0.674
N  -26.994  1.367  -8.688  0.840
O  -27.318  0.455  -7.929  -0.812
O  -27.577  1.482  -9.743  -0.818
H  -25.733  2.367  -7.292  0.022
H  -25.948  3.259  -8.735  0.245
H  -24.937  1.839  -8.836  0.255
C  -26.461  3.145  -12.585  -0.770
N  -27.884  2.860  -12.321  0.994
O  -28.472  3.660  -11.628  -0.526
O  -28.268  1.866  -12.854  -0.560
H  -26.228  2.985  -13.637  0.274
H  -25.970  2.358  -12.011  0.276
H  -26.120  4.098  -12.179  0.297
C  -26.734  5.741  -6.480  -0.637
N  -27.338  6.724  -5.594  0.919
O  -26.623  7.387  -4.861  -0.561
O  -28.524  6.929  -5.684  -0.550
H  -26.559  4.929  -5.774  0.252
H  -25.828  6.110  -6.962  0.249
H  -27.382  5.386  -7.282  0.312

Formula: C23H30N2O3S2
Source: the OMol25 dataset
Level of theory: ωB97M-V with the def2-TZVPD basis set

Properties
- HOMO-LUMO gap (eV) = 9.077
- structure (SMILES) = Cc1ccc(NS(=O)(=O)c2cc(C(=O)NCCSC3CCCCC3)ccc2C)cc1
- HOMO (eV) = -8.657
- energy above the lowest of the compared OMol25 structures with the same formula, charge and spin (kJ/mol) = 16.3
- lowest unoccupied orbital energy (eV) = 0.420
- total charge = 0

Each line ends with the Mulliken charge.
Geometry (Å):
C  3.685  0.095  -5.600  -1.452
C  3.156  -0.623  -4.395  0.781
C  3.694  -0.380  -3.137  -0.837
C  3.221  -1.039  -2.019  -0.617
C  2.199  -1.974  -2.143  0.378
N  1.692  -2.649  -1.026  -0.317
S  0.025  -2.663  -0.819  1.102
O  -0.560  -3.613  -1.714  -0.717
O  -0.186  -2.856  0.586  -0.677
C  -0.403  -0.960  -1.223  0.240
C  0.150  -0.072  -0.320  -0.152
C  -0.042  1.294  -0.452  -0.057
C  0.562  2.193  0.578  -0.245
O  1.655  1.981  1.066  -0.692
N  -0.212  3.254  0.911  -0.074
C  0.109  4.088  2.044  -1.018
C  -0.407  3.487  3.351  -0.433
S  -2.211  3.169  3.262  -0.224
C  -2.361  1.372  3.621  -0.312
C  -1.871  1.034  5.021  -0.632
C  -2.122  -0.445  5.314  -0.824
C  -1.436  -1.319  4.268  -0.656
C  -1.935  -0.973  2.869  -0.557
C  -1.691  0.505  2.566  -0.181
C  -0.784  1.759  -1.535  -0.243
C  -1.319  0.865  -2.439  -0.873
C  -1.150  -0.516  -2.304  1.187
C  -1.761  -1.426  -3.318  -2.021
C  1.659  -2.233  -3.397  -0.268
C  2.135  -1.558  -4.505  -0.716
H  2.995  0.016  -6.436  0.353
H  4.639  -0.336  -5.903  0.305
H  3.852  1.148  -5.378  0.364
H  4.489  0.343  -3.029  0.397
H  3.642  -0.829  -1.046  0.335
H  2.166  -2.441  -0.160  0.384
H  0.717  -0.453  0.515  0.444
H  -1.184  3.246  0.639  0.373
H  1.197  4.172  2.095  0.358
H  -0.330  5.075  1.884  0.392
H  -0.229  4.170  4.181  0.498
H  0.089  2.540  3.545  0.246
H  -3.445  1.231  3.572  0.427
H  -2.387  1.660  5.753  0.311
H  -0.800  1.235  5.101  0.285
H  -1.749  -0.686  6.311  0.383
H  -3.197  -0.639  5.302  0.332
H  -1.630  -2.372  4.477  0.391
H  -0.356  -1.165  4.316  0.329
H  -1.426  -1.592  2.128  -0.036
H  -3.006  -1.181  2.804  0.402
H  -2.083  0.753  1.577  0.504
H  -0.614  0.691  2.559  -0.005
H  -0.926  2.820  -1.679  0.591
H  -1.889  1.233  -3.279  0.460
H  -1.220  -1.335  -4.260  0.296
H  -2.796  -1.141  -3.501  0.556
H  -1.722  -2.459  -2.992  0.391
H  0.875  -2.967  -3.484  0.672
H  1.708  -1.768  -5.476  0.368

Formula: C9H22ClErI2N2P2
Source: the OMol25 dataset
Level of theory: ωB97M-V with the def2-TZVPD basis set

Properties
- HOMO-LUMO gap (spin up / spin down) (eV) = 6.953 / 7.031
- HOMO (spin up / spin down) (eV) = -13.929 / -13.929
- multiplicity = 4
- lowest unoccupied orbital energy (spin up / spin down) (eV) = -6.976 / -6.898
- total charge = +2

Each line ends with the Mulliken charge.
Geometry (Å):
I  4.892  2.768  0.653  -0.008
I  6.108  1.081  -1.099  0.025
Er  0.110  -0.496  -0.420  0.676
P  0.845  -2.381  1.492  0.584
C  2.453  -2.238  2.358  -1.115
C  -0.353  -2.315  2.859  -1.074
H  -0.170  -3.109  3.596  0.422
H  0.841  -4.829  1.804  0.384
H  -1.363  -2.413  2.445  0.315
H  -0.227  -4.269  0.468  0.343
H  2.522  -1.214  2.766  0.348
H  -0.289  -1.333  3.339  0.325
C  0.744  -4.125  0.964  -1.078
H  2.578  -2.970  3.177  0.372
H  1.541  -4.318  0.232  0.374
H  3.257  -2.371  1.615  0.383
P  -0.524  1.008  -2.671  0.588
C  0.600  2.336  -3.245  -1.122
C  -0.955  0.068  -4.172  -1.078
H  -2.817  1.198  -1.966  0.322
H  -2.432  2.447  -3.200  0.420
H  -1.874  2.617  -1.499  0.308
C  -2.063  1.911  -2.315  -1.061
H  -1.666  -0.719  -3.881  0.343
H  -1.397  0.701  -4.957  0.388
H  0.180  2.940  -4.069  0.377
H  1.544  1.867  -3.571  0.385
H  -0.042  -0.409  -4.558  0.373
H  0.816  2.989  -2.381  0.343
Cl  -1.876  -1.819  -0.833  -0.409
N  -2.099  1.928  2.284  -0.048
C  -0.987  2.742  2.367  -0.286
C  -0.024  2.213  1.586  -0.658
N  -0.560  1.047  0.984  0.346
C  -1.827  0.917  1.457  -0.524
H  -2.960  2.152  2.793  0.277
H  -0.956  3.642  2.954  0.423
H  0.962  2.612  1.445  0.486
H  -2.530  0.146  1.199  0.530

Number 1: strongest force on any atom 1.18 eV/Å. Number 2: strongest force on any atom 5.79 eV/Å. Number 3: strongest force on any atom 0.91 eV/Å. Number 4: strongest force on any atom 1.75 eV/Å.